No. 1
Molecular formula: C24H22BrFN4O4S
Method: DFT, ωB97M-V/def2-TZVPD

Structure (XYZ):
```
57
Properties=species:S:1:pos:R:3:lowdin_charge:R:1
C -4.487 0.515 -2.094 -0.06
C -3.504 1.380 -1.309 -0.19
N -2.332 1.707 -2.100 -0.03
C -2.289 2.889 -2.730 0.03
C -1.256 3.341 -3.497 -0.03
C -1.430 4.675 -4.099 -0.50
O -2.439 5.336 -3.971 0.08
O -0.388 5.105 -4.805 0.13
C -0.057 2.529 -3.678 -0.33
O 0.934 2.848 -4.310 0.07
C -0.155 1.224 -2.993 -0.06
C 0.915 0.336 -3.119 0.08
C 0.886 -0.888 -2.512 -0.19
F 1.938 -1.726 -2.707 0.06
C -0.207 -1.310 -1.729 -0.15
N -0.212 -2.567 -1.150 -0.09
C 0.959 -3.044 -0.441 -0.10
C 0.664 -3.147 1.079 -0.10
N -0.409 -2.238 1.412 -0.09
C -0.246 -0.963 1.779 -0.75
S -1.397 0.215 1.615 0.73
N 0.960 -0.558 2.349 0.09
C 1.627 -1.188 3.384 -0.42
O 1.349 -2.303 3.767 0.09
C 2.718 -0.376 3.983 -0.13
C 3.409 0.609 3.281 -0.02
C 4.431 1.310 3.893 -0.11
C 4.757 1.028 5.211 -0.67
Br 6.154 2.003 6.052 0.75
C 4.088 0.043 5.922 -0.11
C 3.076 -0.660 5.300 0.00
C -1.664 -2.687 0.848 -0.14
C -1.421 -3.138 -0.616 -0.12
C -1.283 -0.432 -1.639 0.02
C -1.273 0.828 -2.242 -0.13
H -4.840 1.053 -2.971 0.08
H -5.343 0.271 -1.469 0.08
H -4.021 -0.409 -2.427 0.07
H -3.990 2.316 -1.029 0.13
H -3.188 0.889 -0.386 0.06
H -3.149 3.536 -2.609 0.15
H -0.574 5.982 -5.172 0.14
H 1.761 0.634 -3.719 0.14
H 1.249 -4.028 -0.824 0.13
H 1.789 -2.359 -0.597 0.12
H 1.563 -2.937 1.650 0.11
H 0.327 -4.152 1.345 0.13
H 1.061 0.451 2.316 0.10
H 3.181 0.818 2.246 0.12
H 4.973 2.069 3.351 0.10
H 4.360 -0.169 6.944 0.10
H 2.545 -1.439 5.825 0.12
H -2.381 -1.868 0.910 0.06
H -2.036 -3.523 1.447 0.13
H -1.298 -4.225 -0.652 0.13
H -2.268 -2.877 -1.251 0.12
H -2.138 -0.730 -1.063 0.07
```

Results
Highest occupied orbital energy in eV: -8.183
Gap between HOMO and LUMO in eV: 7.920
Electronic energy in Ha: -4519.88159

No. 2
Molecular formula: C24H22BrN4O5SZn
Method: DFT, ωB97M-V/def2-TZVPD

Structure (XYZ):
```
58
Properties=species:S:1:pos:R:3:lowdin_charge:R:1
Zn 0.470 -1.083 -0.533 0.67
C -2.224 2.394 5.043 -0.06
C -2.236 1.879 3.628 -0.29
C -2.831 2.605 2.599 -0.04
C -2.836 2.127 1.298 -0.05
C -2.249 0.906 1.009 -0.25
C -1.681 0.158 2.024 -0.06
C -1.666 0.648 3.321 -0.04
S -2.310 0.376 -0.700 0.57
O -3.720 0.165 -0.980 -0.33
O -1.699 1.431 -1.474 -0.30
N -1.504 -1.019 -0.701 -0.26
C -1.381 -1.535 -2.082 -0.22
C 0.794 -2.537 -2.562 -0.66
O 1.829 -2.552 -3.513 0.04
O 0.991 -2.971 -1.341 -0.14
H -2.598 3.416 5.094 0.07
H -1.214 2.375 5.455 0.07
H -2.852 1.772 5.685 0.08
H -3.299 3.557 2.820 0.11
H -3.292 2.691 0.494 0.12
H -1.278 -0.816 1.794 0.06
H -1.211 0.056 4.110 0.11
H -2.104 -1.062 -2.751 0.12
H -1.560 -2.613 -2.066 0.13
C 3.083 0.076 4.158 -0.04
C 2.237 -0.946 3.449 -0.25
C 1.914 -2.165 4.034 -0.02
C 1.084 -3.043 3.360 -0.10
C 0.608 -2.687 2.108 -0.72
Br -0.688 -3.801 1.325 0.85
N 0.946 -1.543 1.510 0.01
C 1.731 -0.696 2.188 -0.06
H 3.328 -0.261 5.164 0.07
H 2.553 1.028 4.230 0.08
H 4.014 0.257 3.620 0.09
H 2.287 -2.417 5.019 0.12
H 0.778 -3.981 3.797 0.10
H 1.945 0.231 1.666 0.13
O 1.416 0.523 -1.093 -0.17
C 1.296 1.253 -2.181 -0.33
C 1.750 2.586 -2.100 -0.04
C 1.796 3.441 -3.182 -0.13
C 1.369 3.004 -4.432 -0.14
C 0.886 1.717 -4.556 -0.06
C 0.802 0.825 -3.474 -0.08
C 0.209 -0.472 -3.656 -0.22
N 0.007 -1.293 -2.549 -0.07
C 0.576 -3.207 -3.902 -0.18
C -0.153 -2.443 -4.915 -0.08
N -0.103 -1.082 -4.816 0.10
H 2.098 2.921 -1.130 0.10
H 2.171 4.451 -3.061 0.09
H 1.415 3.659 -5.294 0.08
H 0.539 1.387 -5.530 0.09
H 0.645 -4.283 -4.013 0.13
H -0.621 -2.884 -5.779 0.08
H -0.259 -0.524 -5.641 0.14
```

Results
Highest occupied orbital energy (spin up / spin down) in eV: -2.855 / -2.681
Gap between HOMO and LUMO (spin up / spin down) in eV: 5.000 / 4.826
Electronic energy in Ha: -6274.52181
Charge: -1

No. 3
Molecular formula: C24H22N2O2
Method: DFT, ωB97M-V/def2-TZVPD

Structure (XYZ):
```
50
Properties=species:S:1:pos:R:3:lowdin_charge:R:1
C -4.360 3.908 1.173 -0.02
C -3.166 2.944 1.048 -0.18
C -2.696 2.355 2.211 0.03
C -1.617 1.485 2.168 -0.25
O -1.263 0.799 3.292 0.05
C -0.940 1.236 0.933 -0.07
C 0.036 0.123 0.939 -0.23
C 1.299 0.244 1.556 -0.03
C 2.162 -0.855 1.662 -0.01
C 1.799 -2.061 1.085 -0.18
C 2.774 -3.178 1.091 -0.42
C 3.535 -3.378 -0.201 -0.20
N 2.615 -3.985 -1.172 0.00
C 2.242 -4.431 1.759 -0.08
C 3.411 -3.676 2.407 -0.06
C 0.541 -2.177 0.446 -0.02
C -0.344 -1.123 0.378 0.00
C -1.376 1.864 -0.252 -0.02
C -2.535 2.677 -0.171 -0.15
N -3.077 3.207 -1.329 0.15
C -2.785 2.685 -2.563 -0.43
O -3.508 3.010 -3.489 0.06
C -1.476 2.100 -2.741 -0.07
C -0.938 1.945 -4.059 0.00
C 0.351 1.499 -4.211 -0.08
C 1.151 1.209 -3.099 -0.06
C 0.621 1.266 -1.809 0.00
C -0.730 1.702 -1.612 -0.05
H -4.054 4.800 1.692 0.08
H -5.164 3.465 1.737 0.08
H -4.724 4.239 0.209 0.06
H -3.254 2.483 3.134 0.13
H -0.665 0.050 3.035 0.11
H 1.561 1.217 1.972 0.13
H 3.102 -0.699 2.242 0.13
H 4.015 -2.491 -0.607 0.12
H 4.373 -4.069 -0.042 0.12
H 2.197 -4.835 -0.821 0.06
H 1.886 -3.317 -1.466 0.07
H 2.507 -5.340 1.249 0.10
H 1.301 -4.358 2.294 0.11
H 3.213 -3.098 3.338 0.11
H 4.391 -4.132 2.396 0.09
H 0.306 -3.114 -0.057 0.11
H -1.294 -1.230 -0.146 0.13
H -4.024 3.605 -1.221 0.14
H -1.545 2.259 -4.890 0.11
H 0.754 1.394 -5.240 0.12
H 2.145 0.835 -3.268 0.10
H 1.247 0.941 -0.977 0.10
```

Results
Highest occupied orbital energy in eV: -7.834
Gap between HOMO and LUMO in eV: 8.080
Electronic energy in Ha: -1187.75268